Formula: C29H29BF4N4PRuSTe4
Source: the OMol25 dataset
Level of theory: the ωB97M-V functional and the def2-TZVPD basis

As for the spin multiplicity: 6. Its charge is -2. The gap between HOMO and LUMO (alpha / beta) is 5.13 / 5.15 eV. The LUMO energy (alpha / beta) is 3.639 / 2.790 eV.

Last column: Löwdin spin population.
Positions of all 74 atoms, in Å:
1 Ru -1.540609 0.013554 -0.608694  1.65
2 Te -3.463763 -0.235230 1.475652  0.66
3 Te -2.268209 -0.804312 3.734659  0.80
4 Te -5.785758 1.619165 6.828441  0.64
5 Te -5.310513 0.341850 4.576044  0.87
6 C 3.822222 -1.181030 0.036001  0.00
7 C 3.318310 -0.482438 1.274127  0.00
8 C 4.247437 -0.077589 2.227980  0.00
9 C 3.867228 0.595355 3.383263  0.00
10 C 2.531461 0.865335 3.618921  0.00
11 C 1.590971 0.457200 2.684788  0.01
12 C 1.964048 -0.200615 1.517242  0.00
13 P 0.593091 -0.613419 0.389254  0.02
14 C 1.234570 -0.114469 -1.266610  0.01
15 C 1.313387 -1.023322 -2.322695  0.03
16 C 1.800638 -0.647435 -3.561083  0.00
17 C 2.223499 0.660886 -3.760730  0.03
18 C 2.135150 1.572313 -2.718482  0.00
19 C 1.649057 1.214240 -1.463050  0.03
20 C 1.614172 2.259701 -0.381836  0.00
21 C 0.516953 -2.430579 0.395176  0.01
22 C 1.398947 -3.256505 1.088065  0.00
23 C 1.203860 -4.627813 1.110918  0.00
24 C 0.119668 -5.172978 0.431432  0.00
25 C -0.758728 -4.348189 -0.251913  0.00
26 C -0.590335 -2.961074 -0.275825  0.00
27 C -1.555724 -2.064586 -1.005568  0.00
28 H 4.822379 -1.576825 0.220283  0.00
29 H 3.879073 -0.492704 -0.810500  0.00
30 H 3.179194 -2.005962 -0.270797  0.00
31 H 5.297239 -0.288551 2.050820  0.00
32 H 4.620696 0.921233 4.090011  0.00
33 H 2.212216 1.429093 4.484583  0.00
34 H 0.546855 0.692244 2.848261  0.01
35 H 0.989093 -2.044932 -2.166164  0.00
36 H 1.835932 -1.371434 -4.366071  0.00
37 H 2.605443 0.974445 -4.724548  0.00
38 H 2.445829 2.599706 -2.875406  0.00
39 H 1.389670 3.236293 -0.810902  0.00
40 H 2.581542 2.322110 0.124523  0.00
41 H 0.858531 2.065279 0.373636  0.00
42 H 2.224781 -2.818468 1.636559  0.00
43 H 1.881802 -5.264788 1.665963  0.00
44 H -0.047809 -6.244155 0.448358  0.00
45 H -1.612856 -4.773709 -0.767671  0.00
46 H -2.565116 -2.462415 -0.855542  0.00
47 H -1.365654 -2.168558 -2.082137  0.01
48 F 0.486191 3.269968 2.832857  0.00
49 B 1.105687 4.158932 3.769019  0.00
50 F 0.351443 5.340451 3.830591  0.00
51 F 1.116698 3.534555 5.030958  0.00
52 F 2.416534 4.423998 3.351544  0.00
53 S -2.936993 0.420373 -2.378066  0.12
54 C -2.498298 -0.589237 -3.759518  0.02
55 C -1.367957 -0.303767 -4.528925  0.01
56 C -1.061339 -1.061282 -5.649000  0.00
57 C -1.871831 -2.125690 -6.025578  0.00
58 C -2.990040 -2.428653 -5.260371  0.00
59 C -3.298705 -1.670187 -4.139560  0.01
60 H -0.727573 0.514857 -4.224134  0.00
61 H -0.177158 -0.821259 -6.229292  0.00
62 H -1.629211 -2.717278 -6.900540  0.00
63 H -3.625271 -3.263783 -5.533706  0.00
64 H -4.167483 -1.906900 -3.538934  0.00
65 N -4.456204 3.900434 3.081893  0.00
66 C -3.291336 3.547428 2.470070  0.01
67 N -2.253751 3.249852 3.235805  0.00
68 N -3.292969 3.568623 1.140588  0.01
69 C -2.354311 2.885294 0.526970  0.02
70 N -1.631541 2.218440 -0.089415  0.01
71 H -4.582594 3.577605 4.030352  0.00
72 H -5.262593 3.768663 2.492223  0.00
73 H -2.340220 3.213396 4.236793  0.00
74 H -1.309063 3.209242 2.858629  0.00

Forces on the atoms, in the same order (eV/Å):
0.4 -0.2 0.8
0.0 -0.1 -0.1
-0.1 0.0 0.0
0.1 -0.1 -0.3
0.0 0.2 0.3
0.0 0.0 0.0
0.1 0.0 0.0
0.0 0.0 0.0
0.0 0.0 0.0
0.0 0.0 0.0
0.0 0.1 0.0
-0.1 0.0 0.1
-0.3 0.0 -0.6
0.3 -0.1 0.1
0.0 -0.1 0.0
0.1 0.0 0.0
0.0 0.0 0.1
0.0 0.0 -0.1
0.0 0.1 -0.1
0.1 0.0 0.0
0.0 0.0 0.0
0.0 0.0 0.1
0.0 0.0 0.0
0.0 0.0 0.0
0.0 0.0 0.0
0.0 0.0 0.0
0.0 0.1 -0.2
0.0 0.0 0.0
0.0 0.0 0.0
0.0 0.1 0.0
0.0 0.0 0.0
0.0 0.0 0.0
0.0 0.0 0.0
0.0 0.0 0.0
0.0 0.0 0.0
0.0 0.0 0.0
0.0 0.0 0.0
0.0 0.0 0.0
0.0 0.0 0.0
0.0 0.0 0.0
0.0 0.0 0.0
0.0 0.0 0.0
0.0 0.0 0.0
0.0 0.0 0.0
0.0 0.0 0.0
0.0 0.0 0.0
0.1 -0.1 0.0
0.0 0.0 -0.1
0.1 0.1 0.0
0.0 0.0 0.0
0.0 0.0 0.0
-0.1 0.0 0.0
-0.3 0.2 -0.2
0.0 -0.1 0.0
0.0 0.0 0.0
0.0 0.0 0.0
0.0 0.0 0.0
0.0 0.0 0.0
0.0 0.0 0.0
0.0 0.0 0.0
0.0 0.0 0.0
0.0 0.0 0.0
0.0 0.0 0.0
0.0 0.0 0.0
-0.1 -0.1 -0.1
-0.1 0.1 0.0
0.1 -0.1 -0.1
0.2 -0.1 0.1
-0.2 0.2 0.0
0.0 -0.1 0.1
0.0 0.0 0.0
0.0 0.0 0.0
0.0 0.0 0.0
0.1 -0.1 0.1